DFT (ωB97M-V/def2-TZVPD) results for a molecular structure, C24H25BIrN9O3.

XYZ file:
```
63
Properties=species:S:1:pos:R:3
Ir 0.29 0.44 0.52
C 1.25 -2.89 2.93
C 1.55 -2.03 1.88
N 0.60 -1.09 1.79
N -0.30 -1.31 2.78
C 0.08 -2.40 3.47
B -1.51 -0.37 2.94
N -0.97 1.07 3.10
C -1.21 2.01 4.03
C -0.56 3.17 3.66
C 0.07 2.87 2.47
N -0.18 1.60 2.14
N -2.30 -0.40 1.62
C -3.60 -0.63 1.36
C -3.83 -0.40 0.02
C -2.60 -0.01 -0.50
N -1.69 -0.02 0.48
H 1.81 -3.75 3.25
H 2.38 -2.05 1.19
H -0.51 -2.74 4.30
H -2.18 -0.69 3.87
H -1.82 1.78 4.88
H -0.55 4.11 4.19
H 0.67 3.50 1.83
H -4.26 -0.94 2.15
H -4.76 -0.50 -0.51
H -2.32 0.26 -1.50
O -2.88 -3.99 -5.27
C -3.00 -3.74 -3.96
O -3.92 -4.16 -3.33
C -1.89 -2.97 -3.29
C -1.66 -3.23 -1.95
C -0.73 -2.50 -1.24
C -0.04 -1.49 -1.89
C -0.25 -1.21 -3.23
C -1.18 -1.96 -3.94
N 0.87 -0.68 -1.12
C 2.09 -0.57 -1.47
C 2.97 0.22 -0.60
C 4.33 0.32 -0.79
C 5.09 0.99 0.16
C 4.46 1.50 1.28
C 3.09 1.36 1.41
N 2.35 0.75 0.48
H -2.01 -3.77 -5.61
H -2.24 -4.01 -1.47
H -0.57 -2.68 -0.18
H 0.28 -0.40 -3.71
H -1.38 -1.72 -4.97
H 2.48 -1.08 -2.34
H 4.79 -0.12 -1.67
H 6.16 1.09 0.04
H 5.02 2.00 2.06
H 2.55 1.73 2.28
C -0.65 3.82 -2.20
C 0.19 3.04 -1.25
N 1.38 3.51 -0.91
O -0.27 1.96 -0.80
H -0.15 4.71 -2.57
H -1.57 4.11 -1.69
H -0.93 3.18 -3.04
H 1.71 4.39 -1.28
H 1.98 3.02 -0.27
```

- Multiplicity: 1
- E_HOMO: -14.639 eV
- Total charge: +2
- LUMO: -7.131 eV
- F_max: 0.46 eV/Å
- Energy relative to the best compared isomer or geometry (same formula, charge and spin): 0.0 kcal/mol

DFT (ωB97M-V/def2-TZVPD) results for C3H3N3 in the gas phase in a non-equilibrium geometry.

XYZ file:
```
9
Properties=species:S:1:pos:R:3
N 1.07 -1.98 1.78
C 0.41 -1.10 1.44
C -0.41 0.01 0.95
N -1.47 -0.33 -0.09
C -0.44 0.28 -0.47
N 0.20 0.81 -1.53
H -0.63 0.78 1.68
H 1.13 1.15 -1.38
H 0.02 0.39 -2.43
```

- Multiplicity: 1
- E_HOMO: -10.388 eV
- LUMO: 0.523 eV
- F_max: 1.12 eV/Å
- Energy relative to the best compared isomer or geometry (same formula, charge and spin): 37.9 kcal/mol
- Structure (SMILES): N#C[C@@H]1N=C1N

DFT (ωB97M-V/def2-TZVPD) results for C5H11NOS in the gas phase in a non-equilibrium geometry.

XYZ file:
```
19
Properties=species:S:1:pos:R:3
C 0.32 -0.58 1.09
C -0.74 -0.37 -0.03
C -1.55 0.88 0.19
C -1.54 -1.67 -0.39
C 2.45 1.44 -0.60
N 1.58 -0.94 0.50
O 0.19 0.00 -1.31
S 1.77 -0.25 -0.86
H 0.20 0.23 1.80
H 0.01 -1.40 1.76
H -0.87 1.67 0.12
H -2.17 0.74 1.15
H -2.30 0.98 -0.65
H -2.63 -1.52 -0.63
H -1.40 -2.24 0.59
H -1.07 -2.16 -1.21
H 1.58 2.12 -0.38
H 3.05 1.78 -1.37
H 3.11 1.30 0.22
```

- Multiplicity: 1
- E_HOMO: -8.218 eV
- LUMO: 0.826 eV
- F_max: 3.47 eV/Å
- Energy relative to the best compared isomer or geometry (same formula, charge and spin): 86.8 kcal/mol

Number 1: molar mass 690.6 g/mol, Kohn-Sham gap 7.51 eV, E_tot -1776.9899 Eh. Number 2: molar mass 81.1 g/mol, Kohn-Sham gap 10.91 eV, E_tot -280.3204 Eh. Number 3: molar mass 133.2 g/mol, Kohn-Sham gap 9.04 eV, E_tot -725.1866 Eh.